Entry from the OMol25 dataset: a structure of composition C14H25N3NiO3 in a non-equilibrium geometry (wB97M-V/def2-TZVPD).

Structure (ORCA input):
```
! RIJCOSX wB97M-V def2-TZVPD def2/J DEFGRID3
* xyz 2 3
C 1.345 -4.266 -5.670
C 2.761 -4.703 -6.151
H 0.610 -4.299 -6.481
H 1.044 -5.241 -5.126
C 3.712 -4.809 -5.205
C 3.423 -4.097 -3.972
H 3.610 -2.927 -4.180
H 3.825 -4.591 -3.030
C 3.015 -5.132 -7.539
H 2.144 -5.052 -8.200
H 3.328 -6.184 -7.559
H 3.809 -4.580 -8.072
C 5.030 -5.433 -5.552
H 5.585 -4.835 -6.299
H 4.931 -6.452 -5.963
H 5.672 -5.522 -4.662
Ni 0.033 -0.869 -0.454
O 0.301 -1.955 -2.145
C 0.920 -3.048 -2.139
O 1.613 -1.708 0.424
C 1.594 -2.957 0.280
O 1.897 -3.776 1.251
N 1.256 -3.632 -0.883
C 1.660 -5.181 0.780
C 1.350 -5.082 -0.698
H 0.803 -5.591 1.348
H 2.568 -5.782 0.976
H 0.394 -5.580 -0.978
H 2.194 -5.427 -1.316
C 1.443 -3.748 -3.321
C 1.082 -3.288 -4.577
H 1.879 -4.713 -3.146
H 0.318 -2.513 -4.689
H 1.777 -3.209 -5.553
N -1.880 -0.148 -0.526
C -2.313 0.853 0.516
C -1.206 0.981 1.535
N 0.116 0.699 0.890
H -2.250 0.075 -1.451
H -2.305 -1.048 -0.291
H -2.584 1.808 0.045
H -3.209 0.447 1.001
H -1.205 1.954 2.045
H -1.376 0.201 2.286
H 0.375 1.463 0.268
H 0.872 0.602 1.566
*
```

The value obtained for the LUMO energy (spin up / spin down) is -8.0 / -8.7 eV. As for the energy above the lowest of the compared OMol25 structures with the same formula, charge and spin: 660.8 kJ/mol. The expectation value of S² is 2.103. The HOMO-LUMO gap (spin up / spin down) is 5.877 / 4.211 eV.



Entry from the OMol25 dataset: an isolated molecule of C9H11Cl2N in a non-equilibrium geometry (wB97M-V/def2-TZVPD).

Structure (ORCA input):
```
! RIJCOSX wB97M-V def2-TZVPD def2/J DEFGRID3
* xyz 0 1
C -1.255 -0.832 1.780
C -2.197 -0.879 0.564
N -2.237 0.312 -0.271
C -1.226 0.407 -1.310
C 0.240 0.386 -0.895
C 1.027 -0.711 -1.171
C 2.364 -0.796 -0.771
C 2.918 0.278 -0.094
Cl 4.581 0.206 0.419
C 2.168 1.407 0.202
C 0.849 1.453 -0.209
Cl -0.073 2.889 0.170
H -1.393 -1.727 2.369
H -1.488 0.016 2.409
H -0.193 -0.750 1.496
H -1.948 -1.719 -0.083
H -3.202 -1.054 0.940
H -2.250 1.182 0.306
H -1.390 -0.381 -1.983
H -1.454 1.325 -1.861
H 0.573 -1.556 -1.723
H 2.945 -1.686 -1.010
H 2.639 2.227 0.725
*
```

The value obtained for the LUMO energy is 0.8 eV. As for the energy above the lowest of the compared OMol25 structures with the same formula, charge and spin: 0.0 kJ/mol. As for the SMILES: CCNCc1ccc(Cl)cc1Cl. The HOMO-LUMO gap is 9.596 eV.



Entry from the OMol25 dataset: an isolated molecule of C2HCl2F3O in a non-equilibrium geometry (wB97M-V/def2-TZVPD).

Structure (ORCA input):
```
! RIJCOSX wB97M-V def2-TZVPD def2/J DEFGRID3
* xyz 0 1
O 1.187 0.262 -0.865
C 0.523 -0.094 0.138
F 1.191 0.082 1.295
Cl 0.391 -2.292 0.054
C -0.955 0.387 0.157
F -1.159 1.161 1.229
F -1.872 -0.599 0.217
Cl -1.336 1.225 -1.385
H 2.030 -0.133 -0.841
*
```

The value obtained for the LUMO energy is -0.6 eV. As for the energy above the lowest of the compared OMol25 structures with the same formula, charge and spin: 98.7 kJ/mol. As for the SMILES: O[C@](F)(Cl)C(F)(F)Cl. The HOMO-LUMO gap is 10.388 eV.



Entry from the OMol25 dataset: a cluster of 2 separate species, C10H15N in total in a non-equilibrium geometry (wB97M-V/def2-TZVPD).

Structure (ORCA input):
```
! RIJCOSX wB97M-V def2-TZVPD def2/J DEFGRID3
* xyz 0 1
C 0.622 0.542 -3.194
C 1.781 0.136 -2.472
C -0.480 0.213 -2.384
C 1.413 -0.310 -1.249
C 0.179 -2.627 0.831
C -0.817 -1.766 0.620
C -1.030 0.690 2.557
C 0.162 1.890 0.716
C -0.832 -0.571 -0.136
C -0.061 0.578 1.431
N -0.019 -0.266 -1.200
H 0.662 1.167 -4.150
H 2.764 0.332 -2.954
H -1.544 0.460 -2.629
H 1.953 -0.647 -0.455
H -0.038 -3.561 1.390
H 1.174 -2.435 0.486
H -1.755 -2.006 1.067
H -0.528 1.257 3.453
H -1.202 -0.356 3.037
H -2.107 0.929 2.379
H -0.808 2.183 0.286
H 0.963 1.711 -0.078
H 0.582 2.645 1.382
H -1.796 -0.152 -0.349
H 0.763 -0.034 1.616
*
```

The value obtained for the LUMO energy is 1.0 eV. As for the energy above the lowest of the compared OMol25 structures with the same formula, charge and spin: 314.5 kJ/mol. The HOMO-LUMO gap is 8.760 eV.



Entry from the OMol25 dataset: a cluster of 2 separate species, C6H11NO2 in total in a non-equilibrium geometry (wB97M-V/def2-TZVPD).

Structure (ORCA input):
```
! RIJCOSX wB97M-V def2-TZVPD def2/J DEFGRID3
* xyz 0 1
C -0.823 2.546 0.083
C 0.174 1.695 0.332
C 1.559 2.192 0.633
C 0.018 0.229 0.336
N 1.153 -0.612 0.526
C -1.171 -0.251 0.023
O -2.342 -0.300 -0.224
H -0.659 3.611 0.116
H -1.814 2.220 -0.181
H 1.837 1.962 1.662
H 2.286 1.704 -0.016
H 1.616 3.270 0.494
H 0.863 -1.519 0.889
H 1.834 -0.258 1.181
C -0.489 -2.852 -1.233
O -0.994 -2.411 0.022
H -0.952 -2.295 -2.053
H 0.582 -2.662 -1.232
H -0.680 -3.920 -1.362
H -1.996 -2.348 0.007
*
```

The value obtained for the LUMO energy is 0.8 eV. As for the energy above the lowest of the compared OMol25 structures with the same formula, charge and spin: 320.0 kJ/mol. As for the SMILES: C=C(C)C(N)=C=O.CO. The HOMO-LUMO gap is 7.971 eV.



Entry from the OMol25 dataset: the ion C11H15N2OS with charge +1 in a non-equilibrium geometry (wB97M-V/def2-TZVPD).

Structure (ORCA input):
```
! RIJCOSX wB97M-V def2-TZVPD def2/J DEFGRID3
* xyz 1 1
C -0.406 -0.516 4.573
C 0.484 0.221 3.747
C -1.345 -1.380 3.981
C 0.772 -0.119 2.454
C -1.291 -1.411 2.545
C -0.332 -0.721 1.798
C -0.636 0.000 -0.494
C -0.787 0.967 -2.720
C 0.834 -0.755 -2.303
C 0.354 1.831 -3.314
C 1.939 0.253 -2.720
N -0.300 0.011 -1.783
N -0.261 -0.920 0.362
O 1.409 0.989 -3.768
S -1.835 1.084 0.212
H -0.252 -0.408 5.655
H 1.263 0.750 4.178
H -2.191 -1.944 4.502
H 1.413 0.420 1.900
H -2.094 -1.968 1.969
H -1.427 1.603 -2.232
H -1.346 0.469 -3.484
H 0.545 -1.316 -3.134
H 1.108 -1.496 -1.557
H 0.129 2.325 -4.241
H 0.654 2.596 -2.579
H 2.097 0.914 -1.779
H 2.937 -0.224 -3.030
H 0.269 -1.631 -0.120
H -1.705 0.378 1.382
*
```

The value obtained for the LUMO energy is -3.0 eV. As for the energy above the lowest of the compared OMol25 structures with the same formula, charge and spin: 46.8 kJ/mol. The HOMO-LUMO gap is 10.055 eV.



Entry from the OMol25 dataset: a cluster of 2 separate species, C2H7N2O2 in total in a non-equilibrium geometry (wB97M-V/def2-TZVPD).

Structure (ORCA input):
```
! RIJCOSX wB97M-V def2-TZVPD def2/J DEFGRID3
* xyz -1 1
C 1.297 -0.728 -1.887
O 0.153 -0.503 -1.097
H 2.275 -0.490 -1.363
H 1.296 -1.818 -2.005
H 1.290 -0.189 -2.844
N -0.210 1.294 0.604
C -0.890 0.769 1.660
N -1.082 -0.589 1.444
O -1.275 1.340 2.705
H -0.067 2.301 0.692
H 0.104 0.431 -0.464
H -1.831 -0.943 2.079
H -1.059 -0.876 0.477
*
```

The value obtained for the LUMO energy is 4.2 eV. As for the energy above the lowest of the compared OMol25 structures with the same formula, charge and spin: 77.4 kJ/mol. The HOMO-LUMO gap is 8.028 eV.



Entry from the OMol25 dataset: a structure of composition C35H31N5O2PtSb (wB97M-V/def2-TZVPD).

Structure (ORCA input):
```
! RIJCOSX wB97M-V def2-TZVPD def2/J DEFGRID3
* xyz 3 1
Pt 0.062 1.012 0.476
C 1.979 -0.006 2.883
C 0.789 0.776 3.344
C 0.565 0.949 4.705
C -0.444 1.781 5.145
C -1.166 2.501 4.200
C -0.919 2.305 2.856
N -0.004 1.394 2.447
Sb -1.739 3.743 1.473
C -2.876 2.342 0.312
C -4.168 2.735 0.015
C -4.997 1.864 -0.678
C -4.486 0.641 -1.053
C -3.171 0.305 -0.734
C -2.623 -1.010 -1.187
N -2.377 1.144 -0.046
C 0.155 3.855 0.405
C 0.558 5.115 0.008
C 1.824 5.295 -0.540
C 2.665 4.208 -0.644
C 2.235 2.948 -0.240
C 3.173 1.783 -0.307
N 0.992 2.798 0.252
H 2.077 -0.936 3.439
H 2.878 0.581 3.087
H 1.952 -0.213 1.816
H 1.213 0.441 5.406
H -0.632 1.912 6.203
H -1.898 3.234 4.512
H -4.530 3.708 0.326
H -6.015 2.140 -0.921
H -5.094 -0.065 -1.601
H -3.411 -1.635 -1.601
H -2.151 -1.536 -0.364
H -1.878 -0.857 -1.970
H -0.107 5.958 0.136
H 2.149 6.276 -0.863
H 3.669 4.317 -1.030
H 3.756 1.815 -1.226
H 2.649 0.832 -0.242
H 3.880 1.840 0.524
C -1.920 -0.867 3.212
O -0.990 -1.132 2.129
C -0.298 -2.237 2.113
C -0.292 -3.181 3.150
C 0.459 -4.321 3.016
C 1.240 -4.595 1.853
C 1.226 -3.727 0.819
C 0.461 -2.511 0.901
N 0.324 -1.651 -0.100
N 0.735 -2.097 -1.261
C 0.784 -1.409 -2.367
C 0.667 0.103 -2.488
O 0.276 0.823 -1.561
C 0.965 0.715 -3.750
C 1.208 -0.035 -4.841
C 1.177 -1.485 -4.814
C 1.356 -2.204 -5.980
C 1.295 -3.600 -5.963
C 1.062 -4.274 -4.775
C 0.908 -3.563 -3.594
C 0.955 -2.162 -3.593
H -2.649 -1.672 3.271
H -2.404 0.064 2.943
H -1.378 -0.758 4.150
H -0.870 -3.017 4.047
H 0.461 -5.041 3.825
H 1.825 -5.503 1.810
H 1.797 -3.913 -0.079
H 0.939 1.795 -3.779
H 1.415 0.444 -5.791
H 1.541 -1.684 -6.912
H 1.431 -4.152 -6.883
H 1.009 -5.353 -4.766
H 0.749 -4.091 -2.665
*
```

The value obtained for the LUMO energy (spin up / spin down) is -11.3 / -11.3 eV. As for the energy above the lowest of the compared OMol25 structures with the same formula, charge and spin: 42.8 kJ/mol. The HOMO-LUMO gap (spin up / spin down) is 5.001 / 5.000 eV.



Entry from the OMol25 dataset: a structure of composition CH2LuO4 in a non-equilibrium geometry (wB97M-V/def2-TZVPD).

Structure (ORCA input):
```
! RIJCOSX wB97M-V def2-TZVPD def2/J DEFGRID3
* xyz 0 2
O -1.103 0.846 0.990
C -1.754 0.401 -0.056
O -2.813 -0.260 0.034
O -1.121 0.581 -1.187
Lu 0.728 1.371 -0.181
H 1.408 -1.500 0.162
O 1.857 -0.648 0.050
H 2.798 -0.790 0.187
*
```

The value obtained for the LUMO energy (spin up / spin down) is -0.9 / -1.5 eV. The expectation value of S² is 0.751. The HOMO-LUMO gap (spin up / spin down) is 6.069 / 6.990 eV.



Entry from the OMol25 dataset: an isolated molecule of C3H3NOS2 in a non-equilibrium geometry (wB97M-V/def2-TZVPD).

Structure (ORCA input):
```
! RIJCOSX wB97M-V def2-TZVPD def2/J DEFGRID3
* xyz 0 1
C -0.248 0.171 -0.427
C -0.385 -0.980 0.251
C -2.836 -0.511 0.030
N -1.282 0.908 -0.725
O -4.161 1.538 -0.381
S -1.929 -1.694 0.565
S -4.277 0.204 0.223
H 0.767 0.558 -0.655
H 0.398 -1.420 0.735
H -1.377 1.576 -1.417
*
```

The value obtained for the LUMO energy (spin up / spin down) is -1.5 / -1.3 eV. As for the energy above the lowest of the compared OMol25 structures with the same formula, charge and spin: 540.2 kJ/mol. The HOMO-LUMO gap (spin up / spin down) is 6.218 / 6.428 eV.



Entry from the OMol25 dataset: a structure of composition C34H28Br2F4N4O4Sr in a non-equilibrium geometry (wB97M-V/def2-TZVPD).

Structure (ORCA input):
```
! RIJCOSX wB97M-V def2-TZVPD def2/J DEFGRID3
* xyz -2 1
Sr 11.892 12.753 11.649
C 10.920 16.073 9.759
N 11.246 15.709 11.149
C 12.628 16.198 11.490
C 10.240 16.231 12.084
C 9.347 15.150 12.745
N 10.175 14.046 13.168
C 9.699 13.125 13.995
C 10.798 12.200 14.509
F 11.972 12.913 14.739
C 10.389 11.259 15.613
F 11.322 11.079 16.612
C 9.028 11.142 16.078
C 8.096 11.854 15.415
F 6.781 11.843 15.740
C 8.423 12.820 14.429
F 7.393 13.496 13.847
H 11.608 15.546 9.075
H 11.045 17.168 9.541
H 9.910 15.771 9.511
H 12.742 17.320 11.507
H 13.327 15.748 10.780
H 12.916 15.865 12.500
H 9.507 16.875 11.525
H 10.654 16.889 12.854
H 8.562 14.819 12.022
H 8.860 15.674 13.592
H 8.804 10.480 16.917
O 9.206 11.842 7.962
C 10.169 12.222 8.844
O 10.040 12.254 10.082
C 11.399 12.660 8.164
C 11.285 13.047 6.784
C 12.430 13.599 6.251
C 13.634 13.702 6.915
C 13.601 13.361 8.229
N 12.566 12.798 8.823
C 14.874 13.603 9.064
O 15.878 14.071 8.369
O 15.080 13.254 10.244
H 8.440 11.514 8.469
H 10.316 12.967 6.278
H 12.386 13.990 5.243
H 14.544 14.099 6.456
H 16.598 14.482 8.924
Br 10.773 6.767 11.834
C 10.500 8.506 10.991
Br 8.668 8.993 10.390
H 11.164 8.570 10.109
H 10.742 9.276 11.723
N 10.726 10.057 14.479
C 11.094 10.916 13.623
C 14.395 11.614 10.885
C 15.146 10.702 10.422
C 15.884 9.788 9.688
C 17.329 9.954 9.581
C 18.134 10.650 10.521
C 19.491 10.750 10.333
C 20.096 10.210 9.189
C 19.327 9.573 8.246
C 17.975 9.506 8.400
C 15.127 8.850 8.913
C 13.749 9.066 8.691
C 13.024 8.206 7.920
C 13.638 7.033 7.469
C 14.973 6.759 7.752
C 15.708 7.608 8.532
H 17.652 11.091 11.387
H 20.130 11.293 11.045
H 21.176 10.206 9.063
H 19.812 9.169 7.368
H 17.352 9.126 7.569
H 13.334 9.966 9.125
H 11.989 8.384 7.635
H 13.089 6.339 6.822
H 15.388 5.816 7.395
H 16.699 7.338 8.865
*
```

The value obtained for the LUMO energy (spin up / spin down) is 4.0 / 4.0 eV. The HOMO-LUMO gap (spin up / spin down) is 4.821 / 4.674 eV.



Entry from the OMol25 dataset: a structure of composition C28H48O7S3Sr (wB97M-V/def2-TZVPD).

Structure (ORCA input):
```
! RIJCOSX wB97M-V def2-TZVPD def2/J DEFGRID3
* xyz 2 1
Sr -1.212 0.203 -0.307
C -4.332 -0.595 -1.925
C -4.208 -1.776 -1.002
O -2.831 -1.921 -0.650
C -2.414 -3.271 -0.487
C -0.978 -3.228 -0.006
O -0.232 -2.231 -0.694
C 0.154 -2.534 -2.035
C -0.697 -1.802 -3.060
O -0.791 -0.412 -2.732
C -0.311 0.553 -3.676
C 0.433 1.628 -2.915
O -0.360 2.150 -1.844
C -0.993 3.401 -2.094
C -1.648 3.819 -0.801
O -2.543 2.819 -0.310
C -3.851 2.852 -0.881
C -4.044 1.766 -1.910
O -3.745 0.528 -1.278
H -5.389 -0.405 -2.129
H -3.821 -0.790 -2.874
H -4.567 -2.670 -1.517
H -4.802 -1.624 -0.097
H -2.502 -3.798 -1.443
H -3.039 -3.793 0.243
H -0.513 -4.211 -0.113
H -0.936 -2.947 1.047
H 0.091 -3.609 -2.222
H 1.198 -2.237 -2.130
H -1.710 -2.208 -3.085
H -0.257 -1.934 -4.051
H -1.161 0.962 -4.229
H 0.370 0.088 -4.392
H 0.752 2.425 -3.589
H 1.310 1.190 -2.447
H -1.718 3.313 -2.910
H -0.248 4.150 -2.378
H -2.169 4.770 -0.928
H -0.883 3.941 -0.037
H -4.056 3.830 -1.323
H -4.561 2.688 -0.068
H -3.402 1.905 -2.787
H -5.085 1.781 -2.246
C -1.690 -1.159 3.950
C -3.009 -1.153 3.193
S -3.341 0.166 2.004
C -3.313 1.721 2.925
C -1.969 2.239 3.426
S -0.659 2.286 2.164
C 0.757 1.768 3.148
C 0.652 0.403 3.841
S -0.192 -0.933 2.931
H -1.599 -2.116 4.463
H -1.687 -0.387 4.714
H -3.823 -1.181 3.918
H -3.105 -2.052 2.578
H -4.009 1.648 3.762
H -3.741 2.429 2.213
H -1.607 1.635 4.254
H -2.109 3.253 3.802
H 0.963 2.529 3.902
H 1.590 1.796 2.442
H 0.143 0.493 4.798
H 1.656 0.051 4.068
C 7.926 -1.421 -0.369
C 6.483 -1.072 -0.161
C 5.940 -0.992 1.116
C 4.607 -0.692 1.327
C 4.126 -0.635 2.759
C 3.763 -0.457 0.212
C 2.364 -0.201 0.494
O 1.433 -0.025 -0.294
C 4.310 -0.524 -1.094
C 3.519 -0.233 -2.340
C 5.646 -0.833 -1.249
H 8.490 -1.359 0.560
H 8.386 -0.760 -1.103
H 8.013 -2.440 -0.750
H 6.582 -1.168 1.971
H 4.951 -0.855 3.433
H 3.343 -1.372 2.952
H 3.750 0.355 3.022
H 2.119 -0.201 1.564
H 2.501 -0.601 -2.279
H 4.010 -0.670 -3.207
H 3.476 0.848 -2.500
H 6.058 -0.889 -2.251
*
```

The value obtained for the LUMO energy is -4.7 eV. As for the energy above the lowest of the compared OMol25 structures with the same formula, charge and spin: 0.0 kJ/mol. The HOMO-LUMO gap is 8.843 eV.